[1]
16
Properties=species:S:1:pos:R:3:mulliken_charge:R:1 method="wB97M-V/def2-TZVPD" homo_lumo_gap_ev=9.9 smiles=C[C@@]12CC[C@]1(N)O2 spin_multiplicity=1
C 0.2375 0.1264 -0.6097 0.482
C -1.0461 -1.1168 0.5636 -0.566
C -0.2357 -1.3176 -0.7380 -0.533
C 1.5642 0.6674 -1.0124 -1.319
C -0.6157 0.3890 0.5570 0.442
N -0.3340 1.1185 1.7281 -0.557
O -1.0504 0.9905 -0.6228 -0.555
H -1.1377 1.1550 2.3462 0.251
H -0.0522 2.0672 1.5075 0.271
H -0.8322 -1.5161 -1.6258 0.228
H -0.6451 -1.6658 1.4110 0.297
H -2.1226 -1.2474 0.4814 0.278
H 0.5688 -2.0447 -0.6574 0.300
H 2.3535 0.1187 -0.4977 0.297
H 1.7075 0.5565 -2.0871 0.321
H 1.6404 1.7192 -0.7439 0.363

[2]
16
Properties=species:S:1:pos:R:3:mulliken_charge:R:1 method="wB97M-V/def2-TZVPD" homo_lumo_gap_ev=10.3 smiles="O=C[C@H]1CCCN1" spin_multiplicity=1
N -0.1064 -1.1054 -0.8096 -0.538
C -0.8963 -0.1221 -1.6825 -0.533
C -1.7446 0.7104 -0.7725 -0.598
C -0.6508 0.9706 0.3491 -0.859
C 0.0679 -0.3806 0.5456 0.372
C 1.5141 -0.0142 0.8100 -0.250
O 2.1260 -0.1614 1.8661 -0.495
H -0.7476 -1.9928 -0.7129 0.314
H -1.3176 -0.7496 -2.6605 0.286
H -0.2882 0.5432 -2.3471 0.242
H -1.9952 1.6032 -1.2407 0.371
H -2.5602 0.1681 -0.4236 0.309
H 0.0616 1.7716 0.0524 0.359
H -1.0185 1.3065 1.3076 0.418
H -0.2772 -0.8872 1.4377 0.323
H 2.1375 0.2816 -0.1726 0.277

[3]
16
Properties=species:S:1:pos:R:3:mulliken_charge:R:1 method="wB97M-V/def2-TZVPD" homo_lumo_gap_ev=11.5 smiles=C[C@H](C#N)CCO spin_multiplicity=1
C -2.1725 -0.1846 -0.0223 -1.475
C -0.6829 -0.5213 -0.1817 0.754
C 0.1771 0.7591 -0.2861 -0.839
C 1.6514 0.6150 0.0782 -0.549
O 2.3384 0.0518 -1.0278 -0.523
C -0.2213 -1.3265 0.9593 0.152
N 0.2418 -1.8900 1.8594 -0.511
H -2.4948 0.4479 -0.8547 0.366
H -2.3442 0.3653 0.9107 0.359
H -2.7878 -1.0893 -0.0039 0.389
H -0.5358 -1.1430 -1.0733 0.200
H 0.1233 1.1232 -1.3187 0.343
H -0.2649 1.5268 0.3609 0.360
H 1.7525 -0.0302 0.9582 0.387
H 2.0511 1.6099 0.3423 0.282
H 3.1686 -0.3142 -0.7004 0.306

[4]
16
Properties=species:S:1:pos:R:3:mulliken_charge:R:1 method="wB97M-V/def2-TZVPD" homo_lumo_gap_ev=10.1 smiles="C=CNC=C.C=O" spin_multiplicity=1
C -1.5252 -0.1720 1.0762 -0.852
C -1.5753 0.2674 -0.1752 -0.067
N -0.8870 1.4642 -0.5694 -0.453
C 0.3107 0.9201 -1.1401 0.021
C 1.4241 0.7720 -0.4333 -1.026
C 1.1631 -1.4942 0.6789 0.160
O 1.0187 -2.2762 -0.2281 -0.427
H -1.1065 0.4489 1.8650 0.381
H -1.8713 -1.1681 1.3293 0.328
H 0.3382 -0.8486 1.0226 -0.085
H -1.9791 -0.3566 -0.9763 0.338
H -1.4157 1.9538 -1.2882 0.285
H 0.2170 0.4724 -2.1321 0.325
H 1.5072 1.1695 0.5755 0.394
H 2.2715 0.2431 -0.8528 0.368
H 2.1096 -1.3958 1.2479 0.311

[5]
16
Properties=species:S:1:pos:R:3:mulliken_charge:R:1 method="wB97M-V/def2-TZVPD" homo_lumo_gap_ev=10.7 smiles="[H]/N=C1/CCCCO1" spin_multiplicity=1
N -0.4771 -2.6324 -0.4929 -0.716
C -0.1778 -1.4297 -0.2330 0.391
C -1.1614 -0.3250 -0.5851 -0.300
C -0.8976 1.0323 0.0776 -0.600
C 0.5975 1.3257 0.0371 -0.545
C 1.3398 0.2027 0.7376 -0.404
O 1.0763 -1.0851 0.1714 -0.392
H 0.3244 -3.2403 -0.3114 0.276
H -1.0637 -0.2083 -1.6730 0.210
H -2.1779 -0.6827 -0.3972 0.305
H -1.2427 1.0379 1.1202 0.311
H -1.4614 1.8209 -0.4342 0.280
H 0.9428 1.3815 -1.0029 0.288
H 0.8426 2.2839 0.5134 0.327
H 1.0908 0.1824 1.8086 0.288
H 2.4207 0.3206 0.6457 0.279

[6]
16
Properties=species:S:1:pos:R:3:mulliken_charge:R:1 method="wB97M-V/def2-TZVPD" homo_lumo_gap_ev=10.2 smiles="C[C@H]1CN(C)C1=O" spin_multiplicity=1
C -0.7865 0.5811 -1.9856 -1.409
C 0.0578 -0.3786 -1.1632 0.313
C 1.0889 0.2747 -0.2046 -0.682
N 0.2779 -0.2120 0.8964 0.157
C 0.2667 -0.0306 2.3205 -0.895
C -0.6659 -0.8103 0.1218 0.287
O -1.7022 -1.3681 0.4022 -0.661
H -1.1376 1.4219 -1.3733 0.354
H -1.6709 0.0657 -2.3657 0.334
H -0.2403 0.9962 -2.8357 0.355
H 0.4536 -1.2173 -1.7492 0.325
H 2.1119 -0.1219 -0.2647 0.276
H 1.0921 1.3671 -0.2248 0.317
H 0.4461 -1.0194 2.7422 0.271
H 1.0689 0.6302 2.6696 0.357
H -0.7050 0.3903 2.6214 0.300

[7]
16
Properties=species:S:1:pos:R:3:mulliken_charge:R:1 method="wB97M-V/def2-TZVPD" homo_lumo_gap_ev=10.2 smiles="O=CN1CCCC1" spin_multiplicity=1
C 0.7017 -0.1251 0.9039 -0.577
N -0.0368 0.9247 0.1217 -0.053
C 0.5379 2.2047 0.1714 0.090
O 1.5588 2.5070 0.8464 -0.559
C -0.4977 0.1961 -1.0832 -0.594
C -0.8603 -1.2210 -0.6479 -0.496
C -0.0964 -1.4381 0.7847 -0.558
H 0.8659 0.2202 2.0004 0.331
H 1.7172 -0.1741 0.3331 0.274
H -0.1989 2.8472 -0.3904 0.285
H 0.4499 0.2346 -1.6840 0.326
H -1.2147 0.8472 -1.6742 0.330
H -0.5669 -1.9205 -1.4348 0.350
H -1.9293 -1.3384 -0.3735 0.216
H -0.8743 -1.3790 1.5272 0.345
H 0.4438 -2.3855 0.5992 0.290

[8]
16
Properties=species:S:1:pos:R:3:mulliken_charge:R:1 method="wB97M-V/def2-TZVPD" homo_lumo_gap_ev=9.8 smiles="C=C(N)CCC=O" spin_multiplicity=1
O -2.3071 -1.3008 -0.2474 -0.467
C -2.0744 -0.3112 0.4300 -0.013
C -1.2515 0.7644 -0.1983 -0.684
C 0.2402 0.8885 0.4508 -0.549
C 1.1240 -0.1246 -0.1944 0.301
C 2.4861 -0.0287 -0.3278 -0.852
N 0.6132 -1.4588 -0.5851 -0.680
H -2.5421 -0.1409 1.4637 0.307
H -1.1690 0.5002 -1.2815 0.345
H -1.7013 1.8426 -0.0785 0.336
H 0.5712 1.8768 0.1972 0.350
H 0.1370 0.8181 1.5696 0.305
H 2.8973 -0.9760 -0.6075 0.326
H 3.0572 0.5625 0.3211 0.300
H 0.1371 -1.7273 0.2913 0.309
H -0.2179 -1.1848 -1.2032 0.368

[9]
16
Properties=species:S:1:pos:R:3:mulliken_charge:R:1 method="wB97M-V/def2-TZVPD" homo_lumo_gap_ev=8.3 spin_multiplicity=1
N -2.6443 0.0639 -0.1710 -0.695
C -1.3954 -0.0084 -0.3574 0.355
C -0.5294 1.2070 -0.1107 -0.253
C 0.8934 0.8924 0.2795 -0.317
C 1.4327 -0.3440 -0.1887 -0.560
C 0.4827 -1.4788 -0.3492 -0.571
O -0.7973 -1.0981 -0.9053 -0.314
H -3.0747 -0.8235 -0.4391 0.284
H -0.4379 1.7273 -1.0748 0.248
H -1.0307 1.8690 0.5965 0.300
H 0.6531 0.8749 1.8639 0.222
H 1.5751 1.7373 0.3348 0.413
H 2.4942 -0.4608 -0.3611 0.429
H 1.1781 0.0966 1.2071 -0.102
H 0.2460 -1.9890 0.6033 0.309
H 0.8858 -2.2314 -1.0295 0.250

[10]
16
Properties=species:S:1:pos:R:3:mulliken_charge:R:1 method="wB97M-V/def2-TZVPD" homo_lumo_gap_ev="7.9 / 7.6" spin_multiplicity=1
C 1.3718 0.4410 0.8656 -0.720
C 2.4247 -0.8125 -0.6722 -0.655
C -2.0506 -0.4325 -0.7347 -1.424
C -0.0093 0.4263 0.4706 1.029
N -0.7618 1.4462 1.0750 -0.565
C -0.5856 -0.4261 -0.4133 -0.095
O 2.3780 -0.3585 0.5541 -0.289
H 1.6382 1.0344 1.7346 0.255
H -1.7634 1.3364 1.0553 0.234
H -0.4578 1.7141 1.9987 0.225
H 3.1617 -1.5743 -0.8639 0.269
H 1.9446 -0.4330 -1.5563 0.440
H 0.0068 -1.0667 -1.0422 0.289
H -2.6553 -0.6333 0.1540 0.336
H -2.3715 0.5296 -1.1417 0.323
H -2.2707 -1.1912 -1.4836 0.349

[11]
16
Properties=species:S:1:pos:R:3:mulliken_charge:R:1 method="wB97M-V/def2-TZVPD" homo_lumo_gap_ev=9.4 smiles="CCC=C=N.C=O" spin_multiplicity=1
N 2.6434 0.6207 0.9091 -0.621
C 1.7440 -0.0548 0.4338 0.530
C 0.8628 -0.8717 -0.1038 -0.658
C -0.4366 -1.3468 0.5007 -0.295
C -1.6003 -0.9878 -0.4337 -0.917
C -0.0994 2.0670 -0.2737 -0.139
O 0.9736 2.5799 -0.0710 -0.473
H 2.5861 1.6282 0.7406 0.358
H -1.4913 0.0558 -0.7130 0.121
H 1.1739 -1.2974 -1.0520 0.307
H -0.5826 -0.8977 1.4936 0.283
H -0.3826 -2.4322 0.6504 0.305
H -1.5510 -1.5604 -1.3660 0.332
H -2.5764 -1.1537 0.0315 0.297
H -0.7543 1.7013 0.5489 0.301
H -0.5092 1.9495 -1.2954 0.268

[12]
16
Properties=species:S:1:pos:R:3:mulliken_charge:R:1 method="wB97M-V/def2-TZVPD" homo_lumo_gap_ev=9.5 spin_multiplicity=1
C -2.0780 -0.3750 -1.0062 -0.879
C -1.3368 -1.1667 0.0235 -0.037
O -1.6794 -2.4305 -0.1203 -0.359
C 1.0877 0.9897 0.9472 -0.027
C 2.2451 0.1506 0.3986 -1.038
C 0.5879 1.9529 -0.0399 0.219
N 0.1857 2.6915 -0.8353 -0.469
H -1.4364 0.4206 -1.4009 0.228
H -2.8779 0.1458 -0.4580 0.257
H -2.5296 -0.9712 -1.8095 0.328
H 0.2500 0.3260 1.1954 0.203
H -1.2237 -2.9411 0.5663 0.379
H 1.3843 1.5383 1.8473 0.289
H 3.0779 0.7774 0.0683 0.339
H 1.9093 -0.4540 -0.4492 0.269
H 2.6086 -0.5284 1.1752 0.300

Results for electronic energy: -8866.776, -8866.734, -8868.077, -8865.292, -8868.360, -8868.179, -8867.395, -8866.247, -8863.196, -8864.541, -8866.265, -8865.768 (in eV, following the order of the records).